# 1
C4H12N4 | the ωB97M-V functional and the def2-TZVPD basis

Element x y z (Å)
C 0.311 2.266 -1.070
N -2.199 -3.250 0.197
H -1.636 -1.679 -1.446
H -0.202 1.585 -0.390
H 0.830 1.259 1.280
H -0.356 -0.410 -1.304
H 2.374 1.320 1.953
N -0.863 -1.280 0.509
H -1.107 -2.765 1.923
N 1.744 1.679 1.257
H -0.056 2.140 -2.088
H 3.422 1.881 0.037
C -1.226 -0.868 -0.846
H -2.020 -0.117 -0.772
N 1.756 2.093 -1.082
C -1.315 -2.376 0.924
C 2.336 1.929 0.029
H -3.137 -3.122 0.558
H -1.953 -4.208 0.420
H 0.072 3.299 -0.815

Calculated values
**Energy relative to the best compared isomer or geometry (same formula, charge and spin)**: 33.61 kcal per mole
**Charge**: 0
**Highest occupied orbital energy**: -8.784 eV
**Total energy**: -378.58469 a.u.
**LUMO level**: 0.80 eV
**Frontier orbital gap**: 9.59 eV
**Molecular weight**: 116.2 g mol⁻¹



# 2
C3H16Cu2F2NO10S2 | the ωB97M-V functional and the def2-TZVPD basis

Element x y z (Å)
N -16.959 4.159 -4.255
O -24.593 1.106 -5.759
O -14.759 3.132 -3.446
H -21.202 -1.394 -2.889
F -17.930 6.124 -3.551
H -20.214 -6.588 -4.423
F -16.110 2.231 -5.180
C -18.396 -6.184 -3.770
Cu -20.890 2.592 -5.083
H -20.632 -0.785 -1.625
O -15.648 6.466 -4.102
O -16.377 5.357 -1.919
H -16.627 -7.319 -2.839
S -15.549 3.644 -4.601
C -17.912 -5.915 -5.271
H -18.659 -6.155 -6.027
O -19.836 -6.216 -3.623
H -17.934 -8.283 -3.481
O -23.736 -3.493 -6.264
O -20.223 -0.124 -7.570
O -21.933 4.844 -7.939
H -18.254 -7.426 -2.029
H -19.546 -0.768 -7.286
H -22.372 5.470 -7.331
O -20.944 -0.558 -2.501
H -25.296 1.162 -5.111
S -16.474 5.466 -3.440
Cu -21.510 1.617 -10.600
H -18.000 -4.842 -5.445
H -24.656 0.215 -6.103
H -16.955 -6.391 -5.481
C -17.709 -7.347 -2.970
O -14.827 4.233 -5.735
H -23.041 -3.013 -6.714
H -23.549 -4.414 -6.446
H -18.204 -5.212 -3.316

Calculated values
**Spin multiplicity**: 3
**Charge**: +1
**Highest occupied orbital energy**: -10.547 eV
**Total energy**: -5207.32330 a.u.
**LUMO level**: -8.38 eV
**Frontier orbital gap**: 2.17 eV
**Molecular weight**: 455.4 g mol⁻¹